(1)
{"formula": "C5H8O", "method": "the ωB97M-V functional and the def2-TZVPD basis", "smiles": "CC(=O)C1CC1", "gap_ev": 10.72, "homo_energy_ev": -9.7, "e_tot_ha": -270.52380, "de_lowest_kj_mol": 89.5, "species": ["C", "C", "O", "C", "C", "C", "H", "H", "H", "H", "H", "H", "H", "H"], "positions_angstrom": [[1.275162, 1.586122, -0.499676], [0.537776, 0.709779, 0.492267], [0.959182, 0.560593, 1.620430], [-0.674443, -0.013140, -0.012784], [-0.461525, -1.446477, -0.453922], [-1.225336, -1.141303, 0.798192], [0.889262, 1.488960, -1.516972], [1.208916, 2.631032, -0.185193], [2.330459, 1.302220, -0.479882], [-1.349215, 0.589310, -0.618109], [0.541232, -1.854879, -0.357195], [-1.006765, -1.788111, -1.329662], [-2.299471, -1.300566, 0.797642], [-0.725236, -1.323542, 1.744863]], "forces_ev_per_a": [[0.0097, 0.0171, -0.0386], [0.1582, -0.1318, 0.1919], [-0.1363, -0.0014, -0.3759], [-0.0703, 0.1932, 0.0221], [0.0846, -0.1485, -0.1303], [-0.0922, -0.0428, 0.1464], [0.0171, 0.0133, 0.1363], [-0.0107, -0.0856, -0.0103], [-0.1026, 0.0729, -0.0072], [0.1246, -0.1315, 0.0528], [-0.1679, 0.0681, 0.0301], [0.0967, 0.0836, 0.1627], [0.1849, 0.0536, -0.0240], [-0.0957, 0.0397, -0.1559]], "lowdin_charge": [-0.01, -0.43, 0.08, -0.24, -0.10, -0.11, 0.08, 0.09, 0.09, 0.14, 0.11, 0.10, 0.10, 0.10]}

---

(2)
{"formula": "C5H8O", "method": "the ωB97M-V functional and the def2-TZVPD basis", "smiles": "C=CC=O.C=C", "gap_ev": 9.93, "homo_energy_ev": -9.6, "e_tot_ha": -270.46649, "de_lowest_kj_mol": 240.0, "species": ["C", "C", "C", "C", "C", "O", "H", "H", "H", "H", "H", "H", "H", "H"], "positions_angstrom": [[0.634173, 1.689386, 0.831463], [1.220955, 0.954997, -0.098907], [0.011686, -1.719966, 0.438910], [-0.393351, -1.103076, -0.667386], [-1.556580, -0.191926, -0.684074], [-2.160229, 0.072764, -1.698132], [-0.253184, 2.266108, 0.589588], [1.000092, 1.726512, 1.845943], [0.895895, 1.075508, -1.117110], [2.036083, 0.259914, 0.072240], [-0.360722, -1.433553, 1.420646], [0.756356, -2.505205, 0.405146], [0.053877, -1.294391, -1.638721], [-1.885052, 0.202928, 0.300396]], "forces_ev_per_a": [[0.1513, 0.0617, 0.0045], [0.2607, 0.7218, 0.0882], [-0.1598, 0.0097, -0.1702], [-0.1726, -0.6128, 0.0318], [-0.1837, -0.0215, -0.1304], [0.2298, 0.0913, 0.3280], [0.2501, 0.2258, 0.0447], [-0.1568, -0.1588, 0.2084], [-0.1044, -0.2920, -0.3277], [0.0595, 0.3039, 0.1043], [-0.1428, -0.1442, -0.1827], [0.0873, 0.1177, 0.0358], [-0.1635, -0.2179, 0.0561], [0.0447, -0.0847, -0.0908]], "lowdin_charge": [-0.08, -0.11, 0.02, -0.19, -0.30, 0.05, 0.05, 0.05, 0.06, 0.07, 0.08, 0.07, 0.12, 0.12]}

---

Please write out number 1 again, unchanged.
{"formula": "C5H8O", "method": "the ωB97M-V functional and the def2-TZVPD basis", "smiles": "CC(=O)C1CC1", "gap_ev": 10.72, "homo_energy_ev": -9.7, "e_tot_ha": -270.52380, "de_lowest_kj_mol": 89.5, "species": ["C", "C", "O", "C", "C", "C", "H", "H", "H", "H", "H", "H", "H", "H"], "positions_angstrom": [[1.275162, 1.586122, -0.499676], [0.537776, 0.709779, 0.492267], [0.959182, 0.560593, 1.620430], [-0.674443, -0.013140, -0.012784], [-0.461525, -1.446477, -0.453922], [-1.225336, -1.141303, 0.798192], [0.889262, 1.488960, -1.516972], [1.208916, 2.631032, -0.185193], [2.330459, 1.302220, -0.479882], [-1.349215, 0.589310, -0.618109], [0.541232, -1.854879, -0.357195], [-1.006765, -1.788111, -1.329662], [-2.299471, -1.300566, 0.797642], [-0.725236, -1.323542, 1.744863]], "forces_ev_per_a": [[0.0097, 0.0171, -0.0386], [0.1582, -0.1318, 0.1919], [-0.1363, -0.0014, -0.3759], [-0.0703, 0.1932, 0.0221], [0.0846, -0.1485, -0.1303], [-0.0922, -0.0428, 0.1464], [0.0171, 0.0133, 0.1363], [-0.0107, -0.0856, -0.0103], [-0.1026, 0.0729, -0.0072], [0.1246, -0.1315, 0.0528], [-0.1679, 0.0681, 0.0301], [0.0967, 0.0836, 0.1627], [0.1849, 0.0536, -0.0240], [-0.0957, 0.0397, -0.1559]], "lowdin_charge": [-0.01, -0.43, 0.08, -0.24, -0.10, -0.11, 0.08, 0.09, 0.09, 0.14, 0.11, 0.10, 0.10, 0.10]}